[1]
50
Properties=species:S:1:pos:R:3:nbo_charge:R:1 method="wB97M-V/def2-TZVPD" de_lowest_kj_mol=361.9 lumo_ev="-0.27 / -0.27" charge=0 total_energy_ev=-109918.2367 gap_ha="0.1342 / 0.1341"
P -1.62118 1.71327 0.39683 1.557
P 2.37645 0.93342 -0.16319 1.565
C 0.03424 2.43804 0.64838 -0.753
C 1.16849 2.28044 -0.41688 -0.756
H 0.38400 2.12463 1.65361 0.249
H -0.17277 3.52316 0.73216 0.244
H 0.77592 2.25285 -1.44784 0.272
H 1.78798 3.19139 -0.37404 0.240
C 3.32099 1.34923 1.32057 -0.989
H 3.90047 0.47415 1.64879 0.260
H 2.66217 1.67164 2.13945 0.247
H 4.01858 2.16492 1.08105 0.238
C 3.54009 0.79837 -1.51326 -0.991
H 4.42138 1.41705 -1.29648 0.238
H 3.09409 1.13953 -2.45802 0.268
H 3.86491 -0.24415 -1.63204 0.295
C -2.63838 2.13137 1.82352 -0.982
H -3.42441 1.37523 1.96533 0.263
H -3.10872 3.11095 1.65612 0.243
H -2.01613 2.18446 2.72852 0.251
C -2.34703 2.57999 -1.02282 -0.970
H -1.65814 2.57810 -1.88002 0.266
H -2.55804 3.62136 -0.74315 0.222
H -3.28397 2.09277 -1.32903 0.283
Pb -0.88717 -4.39414 2.46603 0.934
C 1.42789 -1.55629 -1.00844 -0.572
C 1.59024 -0.66206 0.13845 -0.580
C 0.49113 -0.70077 1.29756 -0.412
C -0.95253 -1.07452 0.97631 -0.438
C -1.81303 -0.07491 0.10338 -0.530
C -1.72014 -0.36882 -1.32034 -0.648
C -0.49139 -0.27358 -2.03963 -0.406
C 0.37570 -1.59204 -1.99187 -0.432
C -2.26544 -4.78892 0.76055 -1.154
H 2.25482 -2.25568 -1.17209 0.187
H 2.46932 -1.11584 0.65161 0.244
H 0.50746 0.24612 1.86078 0.149
H 0.86228 -1.45602 2.01518 0.224
H -0.95771 -2.06962 0.50242 0.251
H -1.48056 -1.20157 1.94588 0.176
H -2.86400 -0.24011 0.41393 0.244
H -2.60477 -0.78261 -1.79841 0.198
H 0.11507 0.52699 -1.58372 0.121
H -0.68766 0.02334 -3.08646 0.191
H -0.26869 -2.47990 -1.83353 0.173
H 0.81134 -1.72968 -2.99804 0.171
H -1.78649 -5.51760 0.09554 0.235
H -2.48537 -3.86864 0.20865 0.239
H -3.18077 -5.20337 1.21078 0.201
Br 1.01946 -4.29194 0.66794 -0.528

[2]
127
Properties=species:S:1:pos:R:3:nbo_charge:R:1 method="wB97M-V/def2-TZVPD" de_lowest_kj_mol=0.0 multiplicity=3 s2=2.03 lumo_ev="0.36 / 0.34" charge=0 total_energy_ev=-148771.2221 gap_ha="0.2303 / 0.2686"
W -0.04919 -0.10016 -0.79440 1.160
O -1.13229 3.78824 3.20830 -0.678
C -1.59029 2.68964 3.88270 0.307
C -1.95589 2.76074 5.21950 -0.294
C -2.41299 1.63514 5.88200 -0.186
C -2.52329 0.43014 5.21180 -0.232
C -2.19609 0.36114 3.86940 -0.185
C -1.72719 1.47954 3.19760 -0.070
C -1.37809 1.41684 1.73500 0.199
O -0.09479 0.83454 1.48990 -0.553
N -2.35159 0.62184 1.00960 -0.502
N -1.92979 0.58944 -0.36650 -0.476
C -2.18119 -0.56996 -1.04110 -0.293
C -2.72629 -0.44246 -2.38590 -0.022
Br -2.32779 1.29064 -3.07760 0.084
C -3.40979 -1.40506 -3.02980 -0.297
C -3.97239 -1.50626 -4.36240 0.019
C -4.16389 -0.43116 -5.23310 -0.219
C -4.68759 -0.62826 -6.49630 -0.209
C -5.04409 -1.89696 -6.92290 -0.221
C -4.88499 -2.97216 -6.06390 -0.201
C -4.36109 -2.77836 -4.80310 -0.225
H -1.09889 4.53734 3.81580 0.479
H -1.89729 3.70654 5.74020 0.201
H -2.68879 1.71274 6.92260 0.213
H -2.88149 -0.45046 5.72190 0.218
H -2.31409 -0.55686 3.31530 0.246
H -1.29169 2.44984 1.34840 0.210
H -3.27079 1.06224 1.07030 0.377
H -2.62549 -1.39176 -0.45660 0.218
H -3.52709 -2.31486 -2.44730 0.215
H -3.91219 0.56914 -4.92850 0.225
H -4.81879 0.22034 -7.15210 0.210
H -5.45549 -2.04636 -7.91040 0.210
H -5.16729 -3.96846 -6.37190 0.210
H -4.23429 -3.62766 -4.14670 0.206
C 1.86751 -1.30136 -1.12470 -0.317
C 2.16101 0.02184 -1.60340 -0.174
C 1.39651 0.22474 -2.82630 0.051
C 0.52351 -0.89796 -2.90620 -0.328
C 0.86571 -1.89466 -1.92890 -0.017
C 0.56851 -3.37516 -2.06890 -0.095
C 1.36461 -3.87586 -3.28840 -0.595
C 1.01711 -4.15146 -0.82540 -0.601
C -0.92319 -3.63176 -2.30760 -0.601
C 1.57601 1.14154 -4.04040 -0.117
C 0.70781 0.67364 -5.22140 -0.600
C 1.20521 2.60904 -3.80050 -0.601
C 3.02431 1.02404 -4.54060 -0.592
C 3.34871 0.73104 -0.93530 -0.061
C 3.18741 0.60924 0.59680 -0.591
C 3.49301 2.22714 -1.23620 -0.617
C 4.64691 0.00994 -1.33870 -0.594
H 2.41601 -1.83006 -0.35740 0.243
H -0.11899 -1.11016 -3.74930 0.243
H 2.43061 -3.70126 -3.14960 0.208
H 1.05221 -3.35876 -4.19370 0.207
H 1.20251 -4.94296 -3.42820 0.209
H 2.10041 -4.14616 -0.73130 0.205
H 0.69891 -5.18996 -0.89450 0.211
H 0.58941 -3.71306 0.07370 0.219
H -1.27149 -3.10646 -3.19360 0.212
H -1.49199 -3.29096 -1.44590 0.211
H -1.11509 -4.69436 -2.45160 0.208
H -0.35129 0.74694 -5.00100 0.223
H 0.95081 -0.34496 -5.51600 0.202
H 0.90301 1.32414 -6.07080 0.210
H 0.15621 2.69314 -3.52980 0.222
H 1.36221 3.18614 -4.71100 0.201
H 1.79161 3.06314 -3.01380 0.218
H 3.25061 -0.01056 -4.79110 0.208
H 3.74401 1.36294 -3.80860 0.201
H 3.15081 1.63064 -5.43470 0.210
H 2.18361 0.91534 0.89420 0.206
H 3.91021 1.24484 1.10990 0.203
H 3.34941 -0.40816 0.94510 0.211
H 2.53571 2.72984 -1.11970 0.232
H 3.87091 2.41344 -2.23640 0.205
H 4.20361 2.67744 -0.54220 0.200
H 4.60041 -1.04546 -1.08250 0.207
H 5.49561 0.45234 -0.82040 0.206
H 4.82141 0.08954 -2.40770 0.210
C -0.16499 -0.57116 1.29310 -0.145
C -0.21429 -1.49556 2.17910 0.118
C -0.29509 -2.58406 2.94990 -0.226
C -1.62859 -3.08636 3.32290 0.047
C -1.91319 -3.47426 4.63250 -0.226
C -3.17399 -3.92516 4.97370 -0.216
C -4.17859 -3.98606 4.02200 -0.222
C -3.90899 -3.59876 2.71990 -0.197
C -2.64919 -3.14786 2.37470 -0.229
C 0.89791 -3.22546 3.50250 0.044
C 0.86821 -4.53796 3.98080 -0.239
C 1.98761 -5.10256 4.56140 -0.198
C 3.16721 -4.38246 4.65910 -0.229
C 3.22431 -3.09476 4.14850 -0.200
C 2.10431 -2.52336 3.57890 -0.216
H -1.13859 -3.40646 5.38310 0.220
H -3.37729 -4.22896 5.99030 0.211
H -5.16329 -4.34096 4.28830 0.212
H -4.68589 -3.65136 1.97030 0.212
H -2.43109 -2.84396 1.36010 0.222
H -0.03949 -5.11796 3.89650 0.220
H 1.94341 -6.11456 4.93970 0.210
H 4.03291 -4.81716 5.13810 0.210
H 4.14801 -2.53446 4.20450 0.208
H 2.13891 -1.51136 3.20260 0.216
C 2.37391 4.53634 3.56620 -0.607
C 2.54951 4.44864 2.05380 -0.219
N 1.45561 3.75184 1.41530 -0.609
C 0.70941 4.19884 0.38930 0.334
S 0.07911 3.13144 -0.73120 -0.195
N 0.50951 5.53304 0.21940 -0.623
C 0.20841 6.47024 1.29040 -0.217
C 0.92031 7.80464 1.09330 -0.609
H 3.18751 5.10624 4.00860 0.214
H 2.36211 3.53964 3.99890 0.217
H 1.43561 5.02364 3.81640 0.195
H 3.47781 3.90824 1.83640 0.200
H 2.63061 5.44024 1.60900 0.204
H 1.46431 2.74544 1.50780 0.427
H 0.01201 5.72864 -0.64000 0.410
H 0.49801 6.02014 2.23790 0.198
H -0.87449 6.64704 1.32220 0.194
H 1.99941 7.67754 1.07360 0.207
H 0.66911 8.47924 1.90780 0.213
H 0.61451 8.26274 0.15680 0.210

[3]
68
Properties=species:S:1:pos:R:3:nbo_charge:R:1 method="wB97M-V/def2-TZVPD" de_lowest_kj_mol=178.8 multiplicity=2 s2=0.82 lumo_ev="4.61 / 4.62" charge=-2 total_energy_ev=-181423.2299 gap_ha="0.1603 / 0.1457"
Ru -0.49230 0.27050 -0.01680 0.239
C -0.98570 0.67760 2.81520 -0.415
N 0.05210 -0.20250 2.27670 -0.494
C 1.40030 0.34150 2.43580 -0.222
C 2.34810 -0.26890 1.39410 -0.212
N 2.12260 0.32710 0.08060 -0.487
C 2.50320 -0.54130 -1.02770 -0.411
C 2.78890 1.60090 -0.05260 0.171
C 4.18460 1.69920 0.03770 -0.249
C 4.81870 2.91730 -0.14750 -0.302
C 4.06900 4.05000 -0.41170 -0.230
C 2.68300 3.96760 -0.50070 -0.232
C 2.02690 2.73770 -0.33720 -0.201
S 0.30360 2.66330 -0.50680 -0.317
C -0.04750 -1.55460 2.78460 0.256
C 0.01760 -1.79750 4.13690 -0.269
C -0.09000 -3.07530 4.68520 -0.236
C -0.23210 -4.16950 3.79910 -0.226
C -0.27670 -3.95630 2.45200 -0.231
C -0.22810 -2.66210 1.88390 -0.211
S -0.05150 -2.57710 0.13430 0.200
H -0.83920 0.90590 3.88450 0.134
H -1.95570 0.18830 2.68360 0.225
H -0.99410 1.61790 2.24150 0.255
H 1.80820 0.13410 3.44450 0.154
H 1.36610 1.43120 2.29930 0.233
H 2.14690 -1.34330 1.33610 0.214
H 3.38560 -0.12200 1.74070 0.160
H 3.57860 -0.78770 -1.01800 0.137
H 2.26800 -0.01630 -1.95780 0.212
H 1.92140 -1.46620 -0.98330 0.226
H 4.78140 0.81590 0.24290 0.191
H 5.90190 2.97500 -0.08160 0.183
H 4.56670 4.99920 -0.56210 0.184
H 2.08770 4.84540 -0.70810 0.207
H 0.15460 -0.95960 4.81370 0.203
H -0.07010 -3.22930 5.75470 0.194
H -0.30550 -5.17590 4.19550 0.193
H -0.35680 -4.78710 1.76100 0.220
C -4.41170 4.34380 -1.56640 -1.113
Si -4.36020 3.04570 -0.14860 1.397
C -6.20660 2.51130 0.00700 -1.109
C -3.87250 3.94670 1.47540 -1.116
Se -3.06700 1.28090 -0.56430 -0.823
H -5.21040 5.07090 -1.43530 0.196
H -4.57890 3.82410 -2.50320 0.225
H -3.47080 4.87830 -1.64650 0.228
H -6.88800 3.35670 0.06750 0.196
H -6.36060 1.88200 0.87620 0.219
H -6.46520 1.92560 -0.86900 0.226
H -4.52870 4.77970 1.72300 0.196
H -2.85830 4.32340 1.38980 0.238
H -3.88880 3.24510 2.30390 0.224
C -3.47490 -3.17690 1.74370 -1.089
Ge -3.18820 -2.68830 -0.17070 1.621
C -3.25860 -4.48010 -1.13120 -1.083
C -4.86580 -1.77590 -0.74750 -1.079
C -1.52000 -1.70310 -0.50040 -1.149
H -4.43910 -3.66050 1.87920 0.203
H -3.44720 -2.28780 2.36630 0.225
H -2.70130 -3.84820 2.09910 0.219
H -4.16020 -5.00940 -0.82830 0.198
H -2.39790 -5.09590 -0.88600 0.212
H -3.28440 -4.34250 -2.20680 0.208
H -5.70750 -2.46730 -0.75240 0.190
H -4.74950 -1.35010 -1.73810 0.232
H -5.08200 -0.95480 -0.07400 0.248
H -1.34700 -1.62090 -1.59070 0.217

[4]
70
Properties=species:S:1:pos:R:3:nbo_charge:R:1 method="wB97M-V/def2-TZVPD" de_lowest_kj_mol=101.9 lumo_ev="-0.49 / -0.48" charge=0 total_energy_ev=-326285.3525 gap_ha="0.2230 / 0.2231"
Pd 0.61147 1.89719 -0.88145 0.187
F 3.95238 5.04242 3.69374 -0.275
C 3.19517 4.09055 3.16886 0.293
C 3.44226 2.77340 3.45459 0.267
F 4.44436 2.45479 4.26391 -0.279
C 2.63531 1.78218 2.91554 0.391
F 2.91094 0.53705 3.31720 -0.305
C 1.60027 2.06217 2.04663 -0.415
P 0.48505 0.82312 1.17884 0.962
C 1.33476 -0.77330 1.35959 -0.385
C 0.82809 -1.84139 2.08884 -0.205
C 1.50781 -3.05562 2.11791 -0.208
C 2.68992 -3.21230 1.40900 -0.206
C 3.19342 -2.15134 0.66373 -0.227
C 2.51269 -0.94357 0.63045 -0.119
C -0.86197 0.84406 2.41675 -0.364
C -2.15407 1.16686 2.01307 -0.190
C -3.19458 1.18759 2.93488 -0.173
C -2.95086 0.87649 4.26662 -0.215
C -1.66151 0.56234 4.68452 -0.213
C -0.62154 0.55035 3.76259 -0.209
C 1.37546 3.41582 1.78490 -0.124
Br -0.03265 3.96507 0.63601 0.204
C 2.14023 4.41537 2.34006 0.303
F 1.90037 5.70114 2.10069 -0.283
H -0.09412 -1.72858 2.64830 0.222
H 1.11209 -3.87773 2.70063 0.215
H 3.21681 -4.16087 1.43134 0.216
H 4.11585 -2.26512 0.10524 0.221
H 2.89828 -0.12581 0.03934 0.218
H -2.34365 1.39407 0.97300 0.238
H -4.19818 1.43668 2.60795 0.214
H -3.76535 0.88194 4.98252 0.217
H -1.46462 0.33630 5.72738 0.218
H 0.38601 0.31671 4.09460 0.222
O -1.34903 2.83761 -6.36144 -0.736
C -1.39578 1.72392 -5.45932 -0.056
C -0.12497 1.69148 -4.60940 -0.157
C 1.06952 1.38963 -5.51862 -0.082
O 1.10732 0.02618 -5.95882 -0.731
C 0.07450 3.06824 -3.95197 -0.550
Se 1.61668 3.16029 -2.72647 -0.094
C -0.38452 0.60700 -3.56419 -0.561
Se 1.17154 0.09352 -2.47418 -0.059
H -1.98977 2.69369 -7.06175 0.473
H -1.46276 0.77939 -6.00674 0.181
H -2.26893 1.80836 -4.80260 0.160
H 1.99281 1.66216 -5.01661 0.196
H 0.97125 1.99804 -6.41654 0.194
H 1.43134 -0.49620 -5.21739 0.468
H -0.81730 3.35661 -3.41015 0.209
H 0.25590 3.82051 -4.71685 0.241
H -0.75702 -0.31056 -4.02144 0.234
H -1.14911 0.93837 -2.88049 0.218
C -3.22109 -2.50264 2.13374 -0.417
N -2.30741 -3.23514 1.26780 -0.379
C -1.90943 -4.55595 1.46160 -0.078
C -1.11738 -4.87534 0.42801 -0.068
N -1.04225 -3.75484 -0.39043 -0.371
C -0.27745 -3.67858 -1.63295 -0.408
C -1.80589 -2.74238 0.10568 0.264
Se -2.05153 -1.06827 -0.62883 -0.313
H -4.24330 -2.86042 2.00837 0.210
H -3.17108 -1.45270 1.85635 0.256
H -2.91482 -2.62279 3.17282 0.207
H -2.21285 -5.12917 2.32317 0.230
H -0.57784 -5.78381 0.21154 0.232
H -0.21182 -4.67782 -2.06120 0.205
H 0.71736 -3.27826 -1.44441 0.226
H -0.79081 -3.00812 -2.31405 0.247

Table of F_max (eV Å⁻¹), in record order: 3.0, 1.5, 2.5, 1.4